(1)
ORCA calculation (ωB97M-V/def2-TZVPD) on 7 unconnected molecules or ions with the total composition C23H53F3O9P in a non-equilibrium geometry.

Structure (XYZ):
```
89
Properties=species:S:1:pos:R:3:forces:R:3
O -3.4223 -1.2093 -0.6362 1.7 5.9 2.4
C -3.0268 -0.0954 0.0343 0.1 -6.0 5.1
O -2.5952 -0.2252 1.4507 -1.9 1.4 -6.9
P -2.9918 1.5719 -0.8889 1.6 0.2 -1.3
O -1.4359 2.2939 -0.4711 -1.1 -1.1 -0.7
C -4.2861 2.8187 -0.2654 -0.5 0.9 0.8
C -5.4726 2.2128 0.6800 -1.3 1.6 -0.1
C -6.9590 2.4438 -0.0495 -1.2 -2.7 -0.5
F -7.5800 3.8022 -0.2194 1.2 -3.0 0.4
C -7.7348 1.2708 -0.5774 2.2 4.1 1.1
F -8.7129 0.4902 0.2329 2.8 1.2 -4.1
F -7.4968 0.8701 -2.0058 -2.1 -0.5 4.7
H -0.7677 1.9566 -1.1388 -1.2 0.4 0.8
H -4.7910 3.3136 -1.2257 1.2 -1.2 2.1
H -3.7308 3.6789 0.3153 -1.0 -1.7 -1.1
H -5.5142 2.9036 1.6530 0.0 -1.8 -1.9
H -5.3512 1.0946 0.9991 -0.2 2.1 -0.7
C 2.5785 1.6544 -4.1824 0.0 -0.3 -0.3
C 1.6751 2.3177 -3.1550 0.5 -0.4 0.2
C 2.4767 2.8739 -1.9891 -0.1 0.3 0.2
O 0.7336 1.3645 -2.6687 -0.3 0.1 0.3
H 3.1231 0.8126 -3.7400 0.0 0.2 0.1
H 1.9870 1.2478 -5.0096 0.1 0.2 0.2
H 3.3047 2.3661 -4.5874 0.0 0.0 0.0
H 1.1080 3.1252 -3.6304 -0.1 -0.2 0.1
H 3.0177 2.0754 -1.4690 0.0 0.0 -0.2
H 1.8125 3.3374 -1.2517 0.1 0.0 -0.1
H 3.1997 3.6223 -2.3284 0.0 -0.1 0.0
H 1.2282 0.6436 -2.2449 -0.1 0.2 -0.4
C 0.5246 -2.8113 3.7072 0.1 -0.3 0.1
C 1.2444 -1.4767 3.5975 -0.8 0.1 -0.2
C 0.4612 -0.3667 4.2800 0.0 0.2 0.1
O 1.4258 -1.1497 2.2221 0.2 0.0 -0.2
H -0.4565 -2.7686 3.2211 0.1 0.2 0.1
H 1.0938 -3.5984 3.2010 0.0 0.1 0.1
H 0.3837 -3.0988 4.7538 0.0 0.0 -0.1
H 2.2391 -1.5567 4.0491 0.0 0.0 -0.2
H -0.5222 -0.2374 3.8141 0.1 -0.2 0.0
H 0.9851 0.5902 4.1824 -0.1 -0.2 0.1
H 0.3184 -0.5809 5.3438 0.0 0.1 -0.1
H 0.5476 -1.0766 1.8128 0.1 0.1 0.2
C -1.6216 -5.5099 4.8840 0.0 0.3 -0.3
C -0.3228 -5.9976 5.5059 -0.6 -0.2 0.2
C -0.3860 -7.4819 5.8287 0.3 -0.3 0.0
O -0.0673 -5.2649 6.7014 0.1 0.1 0.3
H -2.4627 -5.6506 5.5722 0.1 -0.2 0.0
H -1.5662 -4.4375 4.6684 0.0 -0.2 0.0
H -1.8385 -6.0436 3.9535 0.0 0.1 0.1
H 0.5089 -5.8052 4.8196 0.0 0.1 0.3
H -1.1833 -7.6925 6.5503 -0.1 0.1 -0.1
H 0.5510 -7.8164 6.2869 -0.1 0.1 -0.1
H -0.5657 -8.0749 4.9264 0.0 0.0 0.1
H -0.8008 -5.4297 7.3169 0.3 0.1 -0.3
C 1.3517 4.2407 -7.7297 0.3 0.2 0.0
C 1.0643 2.7491 -7.7938 -0.6 0.4 0.1
C -0.0107 2.4354 -8.8220 0.0 -0.3 -0.2
O 0.6383 2.2948 -6.5117 -0.1 0.0 0.0
H 0.4566 4.8000 -7.4353 0.0 -0.1 -0.1
H 2.1184 4.4529 -6.9769 -0.1 -0.1 -0.1
H 1.6968 4.6180 -8.6974 0.0 0.0 0.1
H 1.9829 2.2077 -8.0447 -0.1 0.0 0.2
H -0.9541 2.9307 -8.5663 0.1 0.1 0.0
H -0.2159 1.3598 -8.8485 0.1 0.1 0.0
H 0.2936 2.7586 -9.8225 -0.1 0.0 0.1
H -0.1769 2.7702 -6.2806 0.3 -0.2 -0.1
C 0.1784 -1.7203 -5.0105 -0.1 0.3 -0.2
C 1.4772 -2.2080 -4.3886 -0.7 -0.2 0.2
C 1.4140 -3.6924 -4.0659 0.3 -0.3 0.0
O 1.7327 -1.4753 -3.1931 0.2 0.0 0.3
H -0.6627 -1.8610 -4.3224 0.1 -0.1 0.0
H 0.2338 -0.6479 -5.2261 0.0 -0.1 0.0
H -0.0385 -2.2541 -5.9410 0.0 0.0 0.1
H 2.3089 -2.0156 -5.0749 0.0 0.1 0.2
H 0.6167 -3.9030 -3.3442 0.0 0.1 -0.2
H 2.3510 -4.0268 -3.6076 -0.1 0.1 -0.1
H 1.2343 -4.2853 -4.9681 0.0 0.0 0.1
H 0.9992 -1.6401 -2.5777 0.2 0.0 -0.3
C 3.4785 2.1023 5.0407 -0.1 0.0 -0.4
C 2.5751 2.7656 6.0680 0.5 -0.5 0.2
C 3.3767 3.3218 7.2340 -0.1 0.3 0.2
O 1.6336 1.8124 6.5543 -0.1 0.0 0.2
H 4.0231 1.2605 5.4831 0.0 0.1 0.1
H 2.8870 1.6957 4.2134 0.1 0.1 0.1
H 4.2047 2.8140 4.6356 0.0 -0.1 0.0
H 2.0080 3.5732 5.5926 -0.1 -0.2 0.1
H 3.9177 2.5233 7.7541 0.0 0.0 -0.2
H 2.7125 3.7853 7.9714 0.1 0.0 -0.2
H 4.0997 4.0702 6.8947 0.0 -0.1 0.1
H 2.1282 1.0915 6.9782 -0.2 0.3 -0.2
```
Forces are in eV/Å.

HOMO energy = -4.11 eV
HOMO-LUMO gap = 3.71 eV
Total charge = -1

=====

(2)
ORCA calculation (ωB97M-V/def2-TZVPD) on a single C4H5NO molecule in a non-equilibrium geometry.

Structure (XYZ):
```
11
Properties=species:S:1:pos:R:3:forces:R:3
C -1.6437 -0.5511 0.4152 -0.5 -0.3 0.4
C -0.3209 -0.1016 0.0970 -0.3 0.7 -2.3
C 0.3762 1.1523 0.1873 0.4 0.2 0.4
N 1.7138 0.9415 -0.0397 -0.3 -0.2 0.0
C 1.8336 -0.3243 -0.2494 0.1 0.1 -0.2
O 0.6661 -1.0370 -0.2319 0.0 0.0 0.6
H -1.9077 -1.5957 0.3367 0.1 0.1 -0.2
H -2.4163 0.1746 0.6231 0.2 0.0 0.0
H -0.8796 0.2024 -0.9826 0.3 -0.5 1.1
H -0.0691 2.1354 0.2806 0.2 -0.2 0.1
H 2.7293 -0.8850 -0.4779 -0.1 0.1 0.1
```
Forces are in eV/Å.

HOMO energy (alpha / beta) = -7.41 / -7.01 eV
ΔE to the lowest compared entry with this formula, charge and spin = 424.3 kJ/mol
HOMO-LUMO gap (alpha / beta) = 7.48 / 7.30 eV
Total charge = 0

=====

(3)
ORCA calculation (ωB97M-V/def2-TZVPD) on a molecular structure, C30H46AsClN3O4OsSi3.

Structure (XYZ):
```
89
Properties=species:S:1:pos:R:3:forces:R:3
Os -0.1173 0.8327 0.4717 0.2 0.2 0.3
O -1.7124 2.8841 -2.6836 0.0 0.0 0.0
C -1.5490 2.3339 -1.6317 -0.1 -0.2 0.0
O -0.4567 1.6619 -1.2838 0.1 0.0 0.0
C -2.5652 2.3208 -0.5221 -0.1 0.1 0.0
C -3.7743 2.9896 -0.4841 0.0 0.0 0.0
C -4.5272 2.8983 0.6824 0.0 0.0 0.0
C -4.0447 2.1876 1.7777 0.0 0.0 0.0
C -2.8180 1.5621 1.6492 -0.1 0.1 0.1
N -2.1479 1.6143 0.5119 0.2 0.0 -0.1
C -2.0416 0.8367 2.7139 0.0 -0.1 -0.1
O -2.4373 0.6458 3.8277 0.0 0.0 0.0
O -0.8670 0.4252 2.2449 0.1 0.0 0.0
H -4.1030 3.5604 -1.3414 0.0 0.0 0.0
H -5.4823 3.4018 0.7468 0.0 0.0 0.0
H -4.5850 2.1281 2.7122 0.0 0.0 0.0
C 3.3097 1.4615 -2.4432 -0.1 0.0 -0.1
N 3.6865 2.5237 -1.5383 0.0 -0.1 0.0
C 5.1197 2.5695 -1.3349 0.1 0.0 0.0
C 2.8746 2.5393 -0.3352 -0.1 0.0 0.0
C 2.9264 1.3072 0.5598 0.1 0.0 0.0
C 4.0697 1.0845 1.3126 0.0 0.1 0.0
C 4.1829 -0.0101 2.1674 -0.1 -0.1 0.0
C 3.1546 -0.9300 2.2459 0.0 0.1 0.1
C 2.0212 -0.7496 1.4624 -0.1 0.0 0.0
C 1.8508 0.3864 0.6562 -0.1 0.1 -0.2
H 3.7942 1.6100 -3.4090 0.0 0.0 0.0
H 2.2289 1.4841 -2.5999 0.0 0.0 0.0
H 3.5907 0.4617 -2.0732 0.0 0.0 0.0
H 5.6047 2.7957 -2.2852 0.0 0.0 0.0
H 5.5450 1.6234 -0.9654 0.0 0.0 0.0
H 5.3731 3.3640 -0.6310 0.0 0.0 0.0
H 1.8468 2.6980 -0.6654 0.1 0.0 0.0
H 3.1718 3.4114 0.2571 0.0 0.0 0.0
H 4.8828 1.7975 1.2626 0.0 0.0 0.0
H 5.0789 -0.1403 2.7600 0.0 0.0 0.0
H 3.2320 -1.7936 2.8939 0.0 0.0 0.0
H 1.2381 -1.4932 1.5153 0.0 0.1 0.0
Cl 2.1444 3.7732 4.7425 0.0 0.0 0.0
C 1.3532 3.8933 3.2213 0.0 0.0 0.0
C 1.0862 5.1242 2.6462 0.0 0.0 0.0
C 0.4616 5.1459 1.4101 0.0 0.0 0.0
C 0.1279 3.9532 0.8007 0.0 0.0 0.0
N 0.3789 2.7679 1.3681 0.0 -0.1 0.0
C 0.9838 2.7348 2.5607 0.0 0.0 0.0
H 1.3668 6.0364 3.1543 0.0 0.0 0.0
H 0.2436 6.0800 0.9130 0.0 0.0 0.0
H -0.3236 3.9423 -0.1811 0.0 0.0 0.0
H 1.1820 1.7626 2.9922 0.0 0.0 0.0
C 2.4383 -3.1961 -0.2976 0.0 0.0 0.0
Si 1.0059 -2.8277 -1.4384 0.0 0.0 0.0
C 0.3009 -4.4769 -1.9604 0.1 0.0 0.0
C 1.5550 -1.8772 -2.9455 0.0 0.0 0.0
As -0.7092 -1.4867 -0.3908 -0.2 -0.2 -0.1
Si -1.6129 -2.8168 1.4002 -0.1 0.0 0.0
C -3.3247 -2.1531 1.7751 0.0 0.0 -0.1
C -0.4870 -2.7795 2.8904 0.0 0.0 0.0
C -1.7550 -4.6057 0.8757 0.0 0.0 0.0
Si -2.4471 -1.4192 -2.0665 0.0 0.0 0.0
C -3.0170 -3.1177 -2.6111 0.0 0.0 0.0
C -3.9595 -0.5821 -1.3226 0.0 0.0 0.0
C -1.7822 -0.5232 -3.5644 0.0 0.0 0.0
H 3.0093 -4.0073 -0.7580 0.0 0.0 0.0
H 2.1218 -3.5403 0.6886 0.0 0.0 0.0
H 3.1052 -2.3442 -0.1709 0.0 -0.1 0.0
H 1.0918 -4.9648 -2.5393 0.0 0.0 0.0
H -0.5732 -4.4093 -2.6004 -0.1 0.0 0.0
H 0.0669 -5.1279 -1.1202 0.0 0.0 0.0
H 2.5420 -2.2243 -3.2608 0.0 0.0 0.0
H 1.6208 -0.8089 -2.7504 0.0 0.1 0.0
H 0.8691 -2.0310 -3.7790 0.0 0.0 0.0
H -3.4180 -1.0759 1.6508 0.0 0.0 0.0
H -3.6022 -2.3951 2.8030 0.0 0.0 0.0
H -4.0550 -2.6207 1.1108 0.0 0.0 0.0
H -0.3237 -1.7854 3.3022 0.0 0.0 0.0
H 0.4769 -3.2408 2.6627 0.0 0.0 0.0
H -0.9558 -3.3887 3.6687 0.0 0.0 0.0
H -2.2298 -4.7519 -0.0931 0.0 0.0 0.0
H -2.3637 -5.1227 1.6229 0.0 0.0 0.0
H -0.7799 -5.0947 0.8599 0.0 0.0 0.0
H -3.1165 -3.8351 -1.7974 0.0 0.0 0.0
H -2.3735 -3.5437 -3.3783 0.0 0.0 0.0
H -4.0081 -2.9950 -3.0574 0.0 0.0 0.0
H -4.6918 -1.3462 -1.0548 0.0 0.0 0.0
H -4.4239 0.0718 -2.0648 0.0 0.0 0.0
H -3.7667 -0.0014 -0.4263 0.0 0.0 0.0
H -1.1522 -1.1929 -4.1513 0.0 0.0 0.0
H -1.2086 0.3751 -3.3457 0.0 0.0 0.0
H -2.6257 -0.2343 -4.1978 0.0 0.0 0.0
```
Forces are in eV/Å.

HOMO energy (alpha / beta) = -10.64 / -10.64 eV
ΔE to the lowest compared entry with this formula, charge and spin = 13.1 kJ/mol
HOMO-LUMO gap (alpha / beta) = 6.22 / 6.22 eV
Total charge = +1

=====

(4)
ORCA calculation (ωB97M-V/def2-TZVPD) on a molecular structure, C5H9MgO4Pd in a non-equilibrium geometry.

Structure (XYZ):
```
20
Properties=species:S:1:pos:R:3:forces:R:3
O -0.8070 2.8666 -0.3626 2.2 -0.3 0.9
C 0.3250 2.2002 -0.2517 -0.8 1.4 -1.0
C 0.3875 0.8668 -0.0294 1.2 -1.0 -0.7
O -0.8569 0.2761 0.2611 4.5 -4.2 1.0
C -1.2032 -0.9108 -0.4522 0.4 -0.4 -0.6
C -2.6662 -1.1628 -0.1857 -0.3 -0.5 0.1
O -3.3795 0.0541 -0.4502 -2.7 -3.7 -0.9
C -4.7963 -0.1215 -0.5161 -0.2 -0.1 0.1
Pd -2.2516 1.4848 -0.0165 -2.4 7.6 -0.4
H 1.2628 2.7571 -0.3815 -0.2 -0.1 0.0
H -0.5974 -1.7582 -0.1035 -0.1 0.1 -0.1
H -1.0194 -0.7470 -1.5251 0.0 0.0 0.2
H -2.8426 -1.4556 0.8598 0.1 0.1 -0.2
H -3.0346 -1.9551 -0.8513 0.1 0.1 0.1
H -5.2470 0.8584 -0.7012 0.2 -0.2 0.1
H -5.0389 -0.8033 -1.3412 0.0 0.1 0.2
H -5.1662 -0.5320 0.4332 0.0 0.1 -0.2
H 1.3567 0.2115 -0.1264 -8.0 2.2 -6.9
Mg 2.1443 0.1117 0.8786 5.9 -0.8 8.9
O 3.3961 -0.5862 -0.2822 0.3 -0.2 -0.8
```
Forces are in eV/Å.

HOMO energy (alpha / beta) = -5.08 / -8.58 eV
<S²> = 3.758
ΔE to the lowest compared entry with this formula, charge and spin = 65.3 kJ/mol
HOMO-LUMO gap (alpha / beta) = 5.30 / 8.00 eV
Multiplicity = 4
Total charge = 0

=====

Question: Which value of total charge does entry 3 give?
Answer: +1